C3H2N2O | wB97M-V/def2-TZVPD

Electronic energy (eV): -8169.292
SMILES: O=C1C=NC=N1
LUMO level (eV): -1.460
Strongest force on any atom (eV/Å): 3.90
Highest occupied orbital energy (eV): -10.631

```
! RIJCOSX wB97M-V def2-TZVPD def2/J DEFGRID3
* xyz 0 1
C -1.0304 -0.0879 -0.0136
C -0.0079 1.0840 -0.0196
C 0.8693 -0.8867 -0.0049
H -0.2880 2.1796 -0.0204
H 1.8525 -1.3928 0.1211
N 1.1230 0.5314 -0.0191
N -0.2904 -1.3259 -0.0483
O -2.2281 -0.1017 0.0048
*
```



C36H36F5O4S | wB97M-V/def2-TZVPD

Electronic energy (eV): -70520.471
LUMO level (eV): -3.128
Strongest force on any atom (eV/Å): 0.56
Highest occupied orbital energy (eV): -10.498

```
! RIJCOSX wB97M-V def2-TZVPD def2/J DEFGRID3
* xyz 1 1
C 2.6295 8.2049 3.8086
O 3.0771 7.1712 2.9200
C 2.2770 6.8847 1.8753
S 0.6529 6.1213 2.4686
C 0.7643 4.3834 2.0123
C 1.5717 3.7039 3.1082
O 1.8400 4.2429 4.1376
O 1.8665 2.4460 2.7731
C 3.2196 1.9684 2.9764
C 4.2103 2.5563 2.0193
O 3.4175 1.1510 3.7956
H 1.9789 8.9142 3.2892
H 2.1109 7.7590 4.6578
H 3.5174 8.7240 4.1583
H 2.7553 6.1429 1.2366
H 1.9609 7.7465 1.2766
H -0.1963 6.5507 1.5189
H 1.2131 4.2438 1.0287
H -0.2535 3.9852 1.9812
H 4.5162 1.7710 1.3259
H 3.8105 3.3896 1.4430
H 5.0832 2.8734 2.5876
F 1.2294 4.6661 -1.2677
C 0.5520 3.5006 -1.5122
C -0.5936 3.5488 -2.2753
C -1.2730 2.3588 -2.5039
C -0.8036 1.1659 -1.9719
C 0.3543 1.1513 -1.2074
C 1.0499 2.3314 -0.9726
H -0.9387 4.4899 -2.6818
H -2.1702 2.3590 -3.1059
H -1.3395 0.2452 -2.1608
H 0.7249 0.2186 -0.8039
H 1.9671 2.3416 -0.3963
F -3.7940 0.8225 -3.7366
C -4.8537 1.1253 -4.5287
C -4.6372 1.2981 -5.8797
C -5.7258 1.6079 -6.6833
C -6.9922 1.7403 -6.1307
C -7.1750 1.5603 -4.7666
C -6.0985 1.2470 -3.9482
H -3.6407 1.1887 -6.2855
H -5.5811 1.7429 -7.7469
H -7.8358 1.9810 -6.7629
H -8.1611 1.6621 -4.3333
H -6.2160 1.0945 -2.8841
F -1.3219 -2.4902 0.2648
C -0.5891 -2.3389 1.3904
C -0.2171 -3.4604 2.1027
C 0.5430 -3.2896 3.2514
C 0.9145 -2.0183 3.6686
C 0.5245 -0.9090 2.9317
C -0.2335 -1.0633 1.7785
H -0.5191 -4.4403 1.7578
H 0.8532 -4.1538 3.8240
H 1.5068 -1.8947 4.5650
H 0.8097 0.0812 3.2570
H -0.5533 -0.2186 1.1827
F 2.0620 -1.3840 -2.6907
C 1.3360 -1.8989 -3.7117
C 1.6640 -1.5453 -5.0039
C 0.9115 -2.0778 -6.0416
C -0.1456 -2.9373 -5.7751
C -0.4530 -3.2699 -4.4629
C 0.2923 -2.7510 -3.4132
H 2.4892 -0.8704 -5.1857
H 1.1558 -1.8191 -7.0634
H -0.7276 -3.3483 -6.5888
H -1.2771 -3.9381 -4.2508
H 0.0747 -2.9987 -2.3825
F 2.1542 -6.1262 5.0880
C 1.5281 -7.2964 4.8251
C 0.3809 -7.2689 4.0602
C -0.2641 -8.4671 3.7886
C 0.2423 -9.6608 4.2838
C 1.3991 -9.6561 5.0517
C 2.0572 -8.4660 5.3292
H 0.0032 -6.3242 3.6936
H -1.1641 -8.4660 3.1881
H -0.2633 -10.5930 4.0720
H 1.7945 -10.5850 5.4407
H 2.9610 -8.4380 5.9220
*
```



C7H18N2S | wB97M-V/def2-TZVPD

Electronic energy (eV): -21345.977
LUMO level (eV): -7.511
Strongest force on any atom (eV/Å): 2.52
Highest occupied orbital energy (eV): -16.198

```
! RIJCOSX wB97M-V def2-TZVPD def2/J DEFGRID3
* xyz 2 1
C 0.8080 0.1738 0.0680
C 3.3508 -2.3550 0.8981
C 2.1851 2.2141 0.5761
C -0.0963 1.8863 1.4781
C -4.7125 -0.0163 -1.7027
C -2.5443 0.0135 -0.4486
C 3.6214 -1.3357 -0.1485
N 0.9765 1.3432 0.6185
N -3.7894 -0.0970 -0.5694
S 2.0833 -0.5534 -0.9918
H 2.9432 -3.2558 0.4347
H 4.3906 -2.7513 1.1427
H 2.7462 -1.9252 1.7889
H 3.1973 1.6818 0.3271
H 2.1808 2.7341 1.5452
H 2.1165 3.1195 -0.1922
H -0.4663 1.0075 2.0016
H -0.9059 2.3341 0.8800
H 0.2727 2.6557 2.1877
H -4.2790 -0.3676 -2.6131
H -5.5113 -0.7198 -1.5977
H -5.1438 1.0637 -1.6508
H -2.1025 0.2169 0.5335
H -1.9021 -0.1292 -1.3518
H 4.2453 -1.7520 -0.9683
H 4.2284 -0.4376 0.2348
H 1.4399 -1.6836 -1.1852
H -4.3290 0.0079 0.2423
*
```



C46H78BFNO19 | wB97M-V/def2-TZVPD

Electronic energy (eV): -92759.046
LUMO level (eV): 1.425
Strongest force on any atom (eV/Å): 3.37
Highest occupied orbital energy (eV): -4.319

```
! RIJCOSX wB97M-V def2-TZVPD def2/J DEFGRID3
* xyz -1 1
C -1.7853 3.6949 -4.4437
O -2.6942 3.1130 -5.3453
C -2.0887 2.5003 -6.4883
C -2.1562 0.9823 -6.2874
C -3.3978 0.4072 -6.9375
C -3.7638 -1.0251 -6.5077
C -2.6143 -1.8818 -5.9676
C -2.3188 -1.6061 -4.4809
C -2.6158 -2.7392 -3.5009
C -2.7718 -2.1526 -2.0949
C -1.4573 -1.5973 -1.5207
C -1.1289 -0.1281 -1.8864
C -1.1351 0.9137 -0.7578
F 0.1735 1.2145 -0.3592
C -2.0844 0.7172 0.4564
O -2.8347 1.8677 0.6255
B -2.8925 2.5261 -0.7200
C -4.3166 2.1072 -1.4817
N -2.8385 4.0606 -0.7422
O -1.6354 2.0671 -1.3503
H -1.0888 4.3732 -4.9480
H -1.2493 2.9212 -3.8910
H -2.3368 4.2714 -3.7110
H -1.0532 2.8133 -6.5569
H -2.6656 2.8251 -7.3519
H -1.2322 0.5712 -6.6878
H -2.1564 0.8531 -5.2145
H -3.3455 0.4955 -8.0179
H -4.2154 1.0578 -6.6328
H -4.5761 -1.0377 -5.7878
H -4.1434 -1.5470 -7.3860
H -2.9236 -2.9189 -6.0865
H -1.7027 -1.7682 -6.5451
H -2.9500 -0.7800 -4.1750
H -1.2978 -1.2599 -4.3574
H -3.5362 -3.2314 -3.7993
H -1.7870 -3.4408 -3.4659
H -3.5832 -1.4293 -2.0504
H -3.0686 -2.9755 -1.4404
H -1.4477 -1.7512 -0.4499
H -0.6568 -2.2207 -1.9071
H -0.1412 -0.1290 -2.3443
H -1.8021 0.2514 -2.6296
H -2.6175 -0.2377 0.5109
H -1.4022 0.6639 1.3236
H -5.0915 1.8714 -0.7507
H -4.6749 2.9931 -1.9976
H -4.2396 1.3000 -2.2118
H -3.6873 4.5025 -0.4158
H -2.0265 4.4395 -0.2696
O 0.4099 -3.2024 0.3006
C 0.9971 -2.5764 1.1396
O 1.8675 -3.1648 1.9981
C 2.3324 -2.1943 2.9640
C 2.1100 -0.8425 2.3066
C 0.8749 -1.1066 1.4467
H 1.7450 -2.3137 3.8765
H 3.3776 -2.3811 3.1908
H 1.9882 -0.0357 3.0243
H 2.9574 -0.5951 1.6673
H -0.0499 -0.9504 2.0042
H 0.8684 -0.5123 0.5354
O -1.6615 -1.4098 3.5208
C -2.2102 -2.4682 3.6392
O -3.2222 -2.6754 4.5181
C -3.6001 -4.0645 4.5067
C -3.1257 -4.5980 3.1616
C -1.8839 -3.7467 2.8974
H -3.1080 -4.5597 5.3434
H -4.6789 -4.1376 4.6335
H -2.9378 -5.6701 3.1674
H -3.8778 -4.3922 2.3982
H -0.9887 -4.1789 3.3335
H -1.7321 -3.5599 1.8364
O 0.8815 -9.4758 2.1864
C 1.3280 -8.4429 1.7741
O 0.6789 -7.6684 0.8799
C 1.5063 -6.5473 0.4926
C 2.4988 -6.3838 1.6321
C 2.6684 -7.8212 2.1187
H 1.9944 -6.7925 -0.4539
H 0.8830 -5.6677 0.3493
H 3.4271 -5.9057 1.3270
H 2.0543 -5.7757 2.4193
H 3.4490 -8.3528 1.5713
H 2.8554 -7.8851 3.1870
O 4.7874 -0.4383 3.9657
C 5.1973 0.5997 3.5309
O 4.5192 1.3310 2.6186
C 5.3022 2.4673 2.2046
C 6.2912 2.6920 3.3380
C 6.5154 1.2781 3.8537
H 5.7965 2.2197 1.2632
H 4.6424 3.3148 2.0399
H 7.2026 3.1943 3.0200
H 5.8275 3.2983 4.1183
H 7.3159 0.7714 3.3128
H 6.7092 1.2596 4.9221
O 0.8187 2.1231 -8.1853
C 1.1563 3.1796 -8.6225
O 0.5212 3.7875 -9.6584
C 1.2127 4.9910 -10.0249
C 2.0102 5.3881 -8.7899
C 2.3287 4.0288 -8.1708
H 1.8553 4.7731 -10.8818
H 0.4829 5.7429 -10.3161
H 2.8869 5.9908 -9.0207
H 1.3777 5.9608 -8.1106
H 3.2457 3.5966 -8.5741
H 2.3797 4.0630 -7.0866
O -0.7021 -3.9259 5.5360
C -0.2879 -3.0842 6.2795
O 1.0004 -2.6770 6.2736
C 1.2239 -1.7288 7.3312
C -0.1514 -1.1594 7.6510
C -1.0624 -2.3478 7.3495
H 1.6641 -2.2576 8.1803
H 1.9260 -0.9740 6.9852
H -0.2332 -0.7801 8.6680
H -0.3806 -0.3420 6.9666
H -1.1811 -3.0089 8.2100
H -2.0363 -2.0450 6.9732
O -8.7429 2.3677 -3.2075
C -8.4364 3.2045 -2.4083
O -7.1829 3.6829 -2.2800
C -7.1060 4.5939 -1.1677
C -8.5365 5.0777 -0.9624
C -9.3470 3.8581 -1.3859
H -6.7127 4.0566 -0.3026
H -6.4229 5.4025 -1.4149
H -8.7316 5.4116 0.0557
H -8.7476 5.9106 -1.6359
H -9.5035 3.1604 -0.5620
H -10.3002 4.1215 -1.8359
O 9.9773 2.5729 4.4723
C 10.1504 2.2240 5.6016
O 11.2489 1.5462 6.0115
C 11.1121 1.1750 7.3960
C 10.0934 2.1495 7.9748
C 9.2025 2.4171 6.7650
H 10.7686 0.1395 7.4418
H 12.0841 1.2437 7.8779
H 9.5660 1.7570 8.8417
H 10.5920 3.0720 8.2751
H 8.3968 1.6862 6.6821
H 8.7949 3.4239 6.7619
*
```



C5H3NO | wB97M-V/def2-TZVPD

Electronic energy (eV): -8764.048
SMILES: C1#CC=NOC=C1
LUMO level (eV): -0.493
Strongest force on any atom (eV/Å): 1.03
Highest occupied orbital energy (eV): -8.786

```
! RIJCOSX wB97M-V def2-TZVPD def2/J DEFGRID3
* xyz 0 1
C -0.2166 -1.5513 -0.5499
C -0.6388 -1.0054 0.6893
C -0.5512 0.0293 1.3415
C 0.4204 -0.4634 -1.0668
O -0.2208 0.7627 -1.0825
N 0.0369 1.7575 -0.1143
C -0.1610 1.3663 1.1089
H -0.0881 -2.5856 -0.8467
H 1.4708 -0.4515 -1.3431
H -0.0517 2.1414 1.8636
*
```